Computed, not measured: a 2-piece molecular cluster, CH3N3O overall in a non-equilibrium geometry, with ωB97M-V/def2-TZVPD.

Element x y z (Å)
C1 0.9064 -0.0266 0.0069
N1 -0.0798 -0.9826 -0.1178
N2 -0.0501 1.0062 -0.2316
N3 -1.0935 0.0387 -0.0602
O1 2.0819 -0.0516 0.2045
H1 -0.1898 -1.9115 0.2541
H2 0.1066 1.9030 0.8465
H3 -1.6817 0.0246 -0.9024

## Properties
Multiplicity ... 1
Energy relative to the best compared isomer or geometry (same formula, charge and spin) ... 3.907 eV
E ... -279.28365 hartree
Max |F| ... 5.5 eV/Å
Gap between HOMO and LUMO ... 9.62 eV
HOMO ... -9.338 eV

Atom charges from the Löwdin analysis, given in e for atoms 1 to 2: atom 1 (C): -0.615, atom 2 (N): 0.066

Computed, not measured: C13H29N7O2PtSb2 as an isolated structure in a non-equilibrium geometry, with ωB97M-V/def2-TZVPD.

Element x y z (Å)
Pt1 0.2054 -1.4087 0.2329
C1 2.4775 2.1518 0.5668
Sb1 1.6078 0.6581 -0.7063
C2 3.3303 0.4074 -1.9415
C3 0.4866 2.1046 -1.9656
C4 -0.2876 3.0146 -1.1155
C5 0.2889 4.2351 -0.7110
C6 -0.4540 5.1438 0.0207
C7 -1.7754 4.8555 0.3985
C8 -2.3572 3.6557 0.0461
C9 -1.6493 2.7080 -0.7152
C10 -2.3107 1.4274 -1.0957
Sb2 -1.9289 -0.1367 0.4346
C11 -3.8057 -1.1613 0.0991
C12 -2.4649 1.0712 2.1314
H1 1.7139 2.5196 1.2670
H2 2.8986 2.9738 0.0044
H3 3.2706 1.6219 1.1115
H4 3.6615 1.3670 -2.3189
H5 3.0863 -0.2853 -2.7502
H6 4.1692 -0.0175 -1.3741
H7 -0.1207 1.4670 -2.6118
H8 1.2443 2.6009 -2.5540
H9 1.3241 4.4668 -0.9253
H10 -0.0096 6.0858 0.3285
H11 -2.3155 5.6027 0.9798
H12 -3.3598 3.4360 0.4286
H13 -1.9687 0.9948 -2.0401
H14 -3.4150 1.4794 -1.1121
H15 -4.5982 -0.4269 0.1960
H16 -3.9519 -1.9849 0.7856
H17 -3.8062 -1.5398 -0.9250
H18 -3.4708 1.4145 1.9876
H19 -1.7722 1.9065 2.1618
H20 -2.3795 0.4131 3.0066
N1 -1.6214 -3.1416 0.7266
N2 -0.8953 -4.3435 0.5130
C13 0.3523 -4.4158 -0.0161
N3 0.8906 -5.6524 -0.0917
N4 0.9664 -3.2536 -0.3574
N5 2.1624 -3.3148 -0.9935
O1 2.7425 -4.3914 -1.1601
O2 2.6719 -2.2112 -1.3919
H21 -1.9735 -3.0622 1.6886
H22 -2.3970 -3.0338 0.0710
H23 -1.3364 -5.2364 0.7369
H24 0.2336 -6.4130 -0.1671
H25 1.7210 -5.7813 -0.6681
N6 2.9538 -1.0201 1.1639
N7 1.7246 -1.5365 1.7292
H26 3.2426 -1.6170 0.3874
H27 3.6871 -1.0277 1.8784
H28 1.8381 -2.4705 2.1285
H29 1.4736 -0.8991 2.4971

## Properties
Multiplicity ... 3
Energy relative to the best compared isomer or geometry (same formula, charge and spin) ... 0.000 eV
E ... -1645.55393 hartree
Charge ... +2
Max |F| ... 3.7 eV/Å
Gap between HOMO and LUMO (spin up / spin down) ... 6.19 / 5.31 eV
HOMO (spin up / spin down) ... -12.920 / -13.185 eV

Atom charges from the Löwdin analysis, given in e for atoms 1 to 2: atom 1 (Pt): 0.632, atom 2 (C): -0.263

Computed, not measured: C14H17N3Os as an isolated structure in a non-equilibrium geometry, with ωB97M-V/def2-TZVPD.

Element x y z (Å)
C1 0.6005 -1.9270 -0.3485
C2 0.0558 -0.5303 1.9771
H1 -0.2943 -2.4832 -0.6333
H2 1.0653 -2.3686 0.5339
H3 1.3308 -1.8886 -1.1636
H4 -0.4491 0.2711 2.5253
H5 -0.5051 -1.4565 2.1001
H6 1.0861 -0.6453 2.3211
C3 -0.0325 -0.1500 -3.1310
C4 -0.2826 0.2681 -4.4323
C5 -0.7038 1.5800 -4.6395
C6 -0.8585 2.4186 -3.5428
H7 0.2787 -1.1648 -2.9089
H8 -0.1575 -0.4249 -5.2573
H9 -0.9179 1.9432 -5.6398
H10 -1.2014 3.4367 -3.6844
N1 -0.1754 0.6582 -2.0733
C7 -0.5878 1.9341 -2.2585
C8 -0.7564 2.7493 -1.0400
N2 -0.5472 2.1180 0.1399
C9 -0.6958 2.7968 1.2835
C10 -1.2828 4.7987 0.1156
C11 -1.0653 4.1359 1.3214
H11 -0.5175 2.2326 2.1927
H12 -1.1792 4.6398 2.2752
C12 -1.1241 4.0989 -1.0741
H13 -1.2853 4.5993 -2.0216
H14 -1.5720 5.8449 0.1004
Os1 0.0000 0.0000 0.0000
C13 2.0156 0.4675 0.1543
H15 2.1273 1.1564 0.9960
H16 2.3089 0.9521 -0.7814
H17 2.6047 -0.4352 0.3208
N3 0.1861 -2.7135 1.7991
C14 0.1141 -1.6642 1.1034

## Properties
Multiplicity ... 5
Energy relative to the best compared isomer or geometry (same formula, charge and spin) ... 10.258 eV
E ... -797.47260 hartree
Charge ... +2
Max |F| ... 7.0 eV/Å
Gap between HOMO and LUMO (spin up / spin down) ... 4.79 / 4.29 eV
HOMO (spin up / spin down) ... -12.650 / -15.622 eV

Atom charges from the Löwdin analysis, given in e for atoms 1 to 2: atom 1 (C): -0.169, atom 2 (C): -0.148

Computed, not measured: a 15-piece molecular cluster, H30O15 overall in a non-equilibrium geometry, with ωB97M-V/def2-TZVPD.

Element x y z (Å)
O1 -3.2325 1.2976 -2.4616
H1 -3.8435 1.3096 -1.7416
H2 -2.5095 0.7706 -2.0626
O2 1.7845 -3.0594 0.7314
H3 0.9725 -2.6734 0.6564
H4 2.4465 -2.3944 1.0494
O3 -3.2135 -0.4554 0.4914
H5 -3.5555 -1.2984 0.1294
H6 -2.2775 -0.2514 0.2424
O4 -1.7845 -1.0034 -1.9986
H7 -1.6755 -1.4744 -2.7906
H8 -1.5075 -1.4984 -1.2416
O5 -0.4265 0.4776 0.1194
H9 0.4185 0.0926 0.3144
H10 -0.4115 0.8716 -0.7436
O6 3.6095 -1.1284 1.2134
H11 2.9765 -0.5724 1.6844
H12 4.4255 -0.9104 1.6314
O7 1.7055 0.1516 2.4834
H13 0.9535 -0.4994 2.4104
H14 2.1535 0.0386 3.3094
O8 -0.6755 2.0696 2.5454
H15 -1.5585 1.9866 2.9094
H16 -0.6185 1.7216 1.6534
O9 -0.9155 -2.7294 -0.0596
H17 -0.8445 -3.6804 0.0174
H18 -0.8845 -2.4994 0.8414
O10 0.6025 -0.1214 -3.4926
H19 1.3105 -0.4724 -4.0186
H20 0.5405 -0.7484 -2.8156
O11 -1.3615 3.7306 -0.1996
H21 -2.1115 3.2406 0.1344
H22 -0.9715 3.2176 -0.9046
O12 1.9035 -0.4814 -1.1756
H23 2.8555 -0.5534 -1.1716
H24 1.7195 0.2576 -1.7446
O13 2.0595 2.3196 0.8604
H25 1.7895 1.5906 1.4634
H26 3.0165 2.4686 0.9294
O14 -0.4125 2.1526 -2.0846
H27 0.2795 2.3756 -2.7036
H28 -1.1445 1.8256 -2.6496
O15 -0.3595 -1.7414 2.4034
H29 -0.0615 -2.3674 3.1264
H30 -1.1645 -1.3534 2.7074

## Properties
Multiplicity ... 1
Energy relative to the best compared isomer or geometry (same formula, charge and spin) ... 1.714 eV
E ... -1146.57708 hartree
Max |F| ... 4.3 eV/Å
Gap between HOMO and LUMO ... 9.48 eV
HOMO ... -9.788 eV

Atom charges from the Löwdin analysis, given in e for atoms 1 to 2: atom 1 (O): -0.054, atom 2 (H): 0.024

Number 4 is which compound?
H30O15

What is the multiplicity in the second record?
3